DFT (ωB97M-V/def2-TZVPD) results for a 6-piece molecular cluster, C27H58BN2O19PS2 overall.

Summary:
SMILES: CCCN[C@@H]1OS(=O)(=O)[C@](B(C)O)(P(CC)CC)[C@@H](S)[C@@H]1N.COC(=O)OC.COC(=O)OC.COC(=O)OC.COC(=O)OC.COC(=O)OC
Energy: -3765.30238 a.u.
Orbital gap: 8.63 eV

```
! wB97M-V def2-TZVPD RIJCOSX def2/J DEFGRID3
* xyz 0 1
C -0.22 1.98 3.49
C 0.33 0.58 3.73
C -0.46 -0.52 3.01
N -0.54 -0.40 1.56
C 0.71 -0.35 0.85
O 0.32 -0.13 -0.53
S 1.51 -0.28 -1.60
O 1.51 0.87 -2.44
O 1.27 -1.49 -2.30
C 3.10 -0.45 -0.73
B 3.63 1.07 -0.50
C 5.06 1.57 -0.93
O 2.77 1.96 0.04
P 4.31 -1.32 -1.86
C 4.00 -0.79 -3.58
C 5.16 -1.19 -4.49
C 3.82 -3.12 -1.88
C 4.88 -3.95 -1.12
C 2.99 -1.27 0.58
S 3.75 -0.40 2.02
C 1.56 -1.59 1.01
N 1.05 -2.76 0.28
H -0.87 2.03 2.62
H 0.61 2.66 3.35
H -0.75 2.33 4.37
H 0.34 0.32 4.78
H 1.37 0.54 3.41
H -1.48 -0.45 3.37
H -0.12 -1.51 3.28
H -1.07 0.41 1.28
H 1.33 0.50 1.13
H 5.84 0.99 -0.44
H 5.23 1.45 -1.99
H 5.19 2.62 -0.71
H 3.25 2.79 0.19
H 3.78 0.27 -3.67
H 3.11 -1.29 -3.95
H 6.03 -0.57 -4.36
H 4.79 -1.11 -5.51
H 5.39 -2.24 -4.36
H 2.88 -3.16 -1.35
H 3.71 -3.41 -2.91
H 5.22 -4.81 -1.68
H 5.72 -3.35 -0.81
H 4.43 -4.33 -0.21
H 3.52 -2.21 0.52
H 5.04 -0.37 1.66
H 1.63 -1.89 2.05
H 0.16 -2.54 -0.14
H 0.89 -3.51 0.94
C -6.07 -1.66 6.85
O -5.09 -1.20 5.91
C -5.23 -1.69 4.68
O -6.08 -2.47 4.32
O -4.27 -1.17 3.91
C -4.30 -1.60 2.55
H -5.85 -1.19 7.80
H -7.07 -1.38 6.53
H -6.00 -2.74 6.97
H -5.24 -1.32 2.07
H -4.16 -2.68 2.49
H -3.48 -1.10 2.05
C -7.04 1.99 5.32
O -8.07 1.54 6.20
C -9.17 2.29 6.18
O -9.33 3.27 5.49
O -10.05 1.77 7.03
C -11.29 2.48 7.10
H -6.20 1.30 5.43
H -7.38 1.97 4.28
H -6.71 2.99 5.58
H -11.79 2.48 6.14
H -11.13 3.51 7.44
H -11.90 1.96 7.83
C 4.84 -6.86 -4.43
O 5.85 -5.85 -4.51
C 6.65 -5.95 -5.57
O 6.58 -6.78 -6.43
O 7.53 -4.95 -5.51
C 8.46 -4.92 -6.60
H 4.27 -6.67 -3.53
H 4.18 -6.81 -5.30
H 5.29 -7.85 -4.37
H 7.94 -4.79 -7.55
H 9.05 -5.83 -6.62
H 9.11 -4.07 -6.43
C -4.59 3.44 -0.06
O -5.66 3.06 0.81
C -6.74 3.83 0.71
O -6.87 4.78 -0.02
O -7.66 3.37 1.57
C -8.88 4.11 1.58
H -3.78 2.73 0.12
H -4.90 3.37 -1.10
H -4.25 4.44 0.17
H -9.36 4.07 0.60
H -8.71 5.14 1.87
H -9.53 3.63 2.31
C 2.36 2.92 -4.57
O 3.23 4.07 -4.56
C 4.04 4.15 -5.61
O 4.09 3.38 -6.53
O 4.78 5.26 -5.47
C 5.70 5.48 -6.54
H 1.77 2.97 -3.66
H 1.70 2.95 -5.43
H 2.94 2.00 -4.57
H 5.17 5.60 -7.49
H 6.41 4.66 -6.62
H 6.23 6.39 -6.31
*
```